No. 1
A gas-phase ion, C7H12BClNO4 (charge +1) at a distorted geometry, computed with the ωB97M-V functional and the def2-TZVPD basis.

XYZ file:
```
26
Properties=species:S:1:pos:R:3:forces:R:3:mulliken_spin:R:1
B -2.017452 -1.963570 0.260620 -1.488 1.838 0.033 0.09
C -2.290215 2.059433 -0.296377 -3.020 -1.428 -0.837 0.08
C -1.143942 2.470800 0.268125 2.442 2.096 0.440 0.43
C -2.181747 -0.372146 0.120042 1.651 -3.102 1.131 0.43
C -2.833566 0.764433 -0.052319 -1.809 3.749 -0.746 0.25
C 0.141705 0.303570 0.279958 -0.283 0.158 -0.037 0.44
C 0.195100 -0.029926 -2.097664 0.118 -0.449 -1.651 0.01
C 2.227718 -0.689526 0.833632 0.737 -4.107 2.737 0.01
N -0.374729 1.545738 1.051872 -3.454 -4.117 -0.635 0.02
O -2.766462 -2.552197 1.212950 0.036 -0.648 0.798 0.00
O -1.293926 -2.493649 -0.717483 0.871 1.305 -0.875 -0.01
O 0.598603 0.673248 -0.900554 -0.793 -0.296 1.166 0.06
O 0.819289 -0.562584 1.057537 -1.908 1.288 -0.511 0.05
Cl -4.663179 0.903467 -0.027138 1.505 -1.039 0.094 0.06
H -3.031004 2.696170 -0.817827 1.055 0.077 0.604 0.01
H -0.797097 3.483922 0.461049 -0.397 -0.186 -0.539 0.02
H 0.603540 0.667438 -2.930731 -1.174 -1.559 1.296 0.00
H -0.893654 -0.319318 -2.091471 0.802 1.313 -0.082 -0.01
H 0.622955 -1.046720 -2.122087 0.570 0.635 -0.058 0.00
H 2.462701 -1.882650 0.839250 -0.449 3.140 -0.145 0.00
H 2.744284 -0.209818 1.680803 -0.234 -0.377 -0.211 0.01
H 2.507678 -0.223011 -0.026041 0.776 0.951 -2.570 0.00
H 0.377599 1.905203 1.514321 2.552 1.744 1.729 0.01
H -1.057255 1.093610 1.750034 1.216 0.588 -0.579 0.03
H -2.763531 -3.505004 1.451362 0.105 0.968 -0.615 0.01
H -1.083573 -3.383333 -0.604334 0.574 -2.540 0.062 0.00
```
Positions in Å, forces in eV/Å.

The spin multiplicity is 3. The calculation puts the LUMO energy (alpha / beta) at -0.1795 / -0.2415 hartree. Its HOMO energy (alpha / beta) is -9.22 / -12.68 eV. Its net charge is +1. The HOMO-LUMO gap (alpha / beta) comes out at 4.3 / 6.1 eV.

No. 2
A molecular structure, C7H12CaF9O13S3 at a distorted geometry, computed with the ωB97M-V functional and the def2-TZVPD basis.

XYZ file:
```
45
Properties=species:S:1:pos:R:3:forces:R:3:lowdin_charge:R:1
Ca 0.728869 0.684224 -0.692998 -0.486 -0.409 0.526 1.83
C 2.044659 -6.418891 0.166588 0.473 2.353 1.814 -0.62
F 2.232962 -7.552577 0.806239 1.209 -0.502 0.818 0.13
F 3.233103 -6.073941 -0.518118 -2.009 -0.879 0.409 0.03
F 1.009926 -6.674613 -0.577675 -0.393 0.429 -2.177 0.14
S 1.512958 -4.905812 1.345625 -1.127 0.131 1.715 0.50
O 1.588642 -3.712222 0.505481 0.376 -0.071 -0.809 -0.42
O 0.111393 -5.211250 1.726982 2.616 -0.255 -0.680 -0.35
O 2.507703 -4.863512 2.435390 -0.911 -0.707 -1.328 -0.38
C -5.642270 -1.029030 -1.898737 2.612 -1.843 -0.277 -0.69
F -5.563671 -0.031386 -1.055469 -0.354 1.304 0.395 0.14
F -6.692053 -1.758474 -1.608069 -1.477 0.114 -0.526 0.14
F -5.671747 -0.547536 -3.175032 -0.520 -0.164 0.833 0.09
S -4.155736 -2.188022 -1.612150 0.940 -1.267 -2.394 0.47
O -3.045882 -1.249251 -1.410792 0.169 0.448 -0.272 -0.42
O -4.485785 -2.968526 -0.461015 -0.513 0.208 0.507 -0.30
O -4.057331 -2.994379 -2.863565 -0.278 1.682 1.541 -0.38
C -3.595812 1.723571 5.065113 0.797 -2.875 0.126 -0.60
F -4.629841 1.074813 5.733828 1.433 1.427 -0.522 0.06
F -4.134318 2.338033 4.015976 0.096 0.564 0.502 0.12
F -2.936596 2.559136 5.889855 -1.131 0.197 -0.392 0.09
S -2.323982 0.368875 4.476476 1.221 -2.763 0.446 0.47
O -1.476453 -0.009826 5.633921 -1.373 1.623 -1.020 -0.37
O -3.149480 -0.734232 4.027820 -0.555 0.889 0.305 -0.34
O -1.552890 0.933225 3.364037 -0.130 1.219 0.210 -0.42
C 5.364763 0.556611 0.675317 0.219 -0.402 -1.229 -0.20
C 5.547071 0.724199 -0.882634 0.274 -0.738 1.067 -0.22
O 4.323198 0.568009 -1.593604 -0.798 0.624 0.222 -0.10
O 4.119564 1.095639 1.152286 0.428 -0.079 -0.901 -0.08
H 6.254085 0.994981 1.128127 -0.202 0.568 0.180 0.11
H 5.512728 -0.506754 0.863597 -0.829 -0.170 0.289 0.12
H 6.174705 -0.102564 -1.215258 0.305 -0.090 0.324 0.12
H 6.127758 1.618330 -1.109408 -0.638 0.491 -0.187 0.11
H 4.520640 0.511392 -2.531376 0.122 -0.064 -0.031 0.09
H 4.027679 0.960316 2.098244 0.213 -0.196 0.161 0.10
C -0.395290 4.201341 -3.523376 0.412 0.233 -0.482 -0.27
C -0.760051 4.637947 -2.162451 1.025 1.557 1.547 -0.19
O 0.243324 4.339725 -1.092105 -1.351 -1.118 -1.119 -0.10
O -0.347258 2.790976 -3.537476 0.115 -0.774 0.244 -0.07
H 0.541603 4.600158 -3.912297 0.197 0.196 0.251 0.13
H -1.192484 4.615042 -4.140994 -0.178 -0.266 -0.383 0.13
H -1.786277 4.310415 -1.996071 0.350 -0.663 0.964 0.14
H -0.824394 5.724102 -2.097347 -0.215 0.110 -0.567 0.13
H 0.807785 5.113281 -1.024289 -0.011 -0.004 0.030 0.08
H -0.115518 2.488456 -4.418598 -0.126 -0.068 -0.128 0.10
```
Positions in Å, forces in eV/Å.

The calculation puts the LUMO energy at -0.0990 hartree. Its HOMO energy is -5.64 eV. Its net charge is -1. The HOMO-LUMO gap comes out at 2.9 eV.

No. 3
A molecular structure, C7H12ClErI2NOPS at a distorted geometry, computed with the ωB97M-V functional and the def2-TZVPD basis.

XYZ file:
```
27
Properties=species:S:1:pos:R:3:forces:R:3:mulliken_spin:R:1
I 0.652812 4.031460 0.914189 1.774 -0.934 -0.490 0.00
I 2.930316 2.175652 0.086293 0.092 2.382 -0.091 -0.01
Er 0.566345 0.969986 0.985900 -3.045 -3.189 -0.031 3.04
P -0.914597 0.139640 -1.613571 -1.416 1.486 -1.020 -0.01
C -0.286989 -0.335952 -3.293273 0.192 0.072 0.985 0.00
C -2.710475 -0.382598 -1.778683 0.597 -0.133 0.688 0.00
H -1.658098 2.398717 -0.932177 0.208 -0.039 -0.671 0.00
H -1.713063 2.180456 -2.750669 0.243 0.239 0.384 0.00
H -0.113645 2.455470 -1.914741 -0.592 0.087 -0.128 0.00
C -1.129384 2.019361 -1.831963 0.311 -1.043 0.359 0.00
H -3.238340 -0.040468 -0.869796 0.101 -0.287 -0.488 0.00
H -3.181449 0.045946 -2.684092 0.446 -0.136 0.448 0.00
H -0.915655 0.041555 -4.097130 -0.109 0.081 0.133 0.00
H -0.253968 -1.420474 -3.335405 0.081 -0.145 -0.149 0.00
H -2.725148 -1.485668 -1.834861 -0.184 0.500 0.069 0.00
H 0.717323 0.061344 -3.391678 0.232 -0.031 -0.260 0.00
C 1.667781 -1.310097 -0.616609 2.560 -1.658 -1.320 0.00
O 2.352463 -2.005396 -1.219281 -2.233 1.877 1.588 0.00
Cl -1.758805 0.915163 1.742262 0.559 0.294 -0.043 -0.01
S 2.959885 -1.661235 4.104035 -2.434 0.250 -1.206 0.00
C 1.282034 -1.535826 4.647168 0.051 0.166 -0.623 0.00
C 0.423891 -1.183601 3.625256 1.331 0.623 0.280 0.00
N 1.092792 -0.872440 2.402620 1.886 -1.310 1.005 -0.01
C 2.419115 -1.237271 2.504279 -0.954 0.764 1.285 0.00
H 1.016163 -1.682463 5.701506 0.174 -0.143 -0.646 0.00
H -0.670804 -1.064651 3.735291 0.936 0.041 -0.301 0.00
H 3.189498 -1.216611 1.715128 -0.806 0.185 0.243 0.00
```
Positions in Å, forces in eV/Å.

The spin multiplicity is 4. The calculation puts the LUMO energy (alpha / beta) at -0.4158 / -0.4158 hartree. Its HOMO energy (alpha / beta) is -15.68 / -15.68 eV. Its net charge is +2. The HOMO-LUMO gap (alpha / beta) comes out at 4.4 / 4.4 eV.

No. 4
A gas-phase ion, C7H12ClFN2 (charge +2) at a distorted geometry, computed with the ωB97M-V functional and the def2-TZVPD basis.

XYZ file:
```
23
Properties=species:S:1:pos:R:3:forces:R:3:lowdin_charge:R:1
C 1.126167 -0.483657 1.265481 1.578 -1.654 1.578 0.00
C 0.382093 0.496702 2.155720 -1.609 -1.546 -1.723 0.10
C -1.365880 0.336923 -0.977247 -1.865 1.439 -2.632 -0.04
C -1.415273 0.672724 0.510945 -3.114 0.585 -1.096 -0.03
C 1.158097 0.595253 -1.312248 1.466 -2.510 0.124 0.15
C 0.847205 0.342436 0.091888 -0.902 -3.053 -2.796 -0.20
C 0.157696 -1.797909 -1.321797 -2.629 0.117 -0.760 -0.47
N -0.055242 -0.355121 -1.115409 2.365 3.653 0.495 -0.13
N -0.095210 1.074419 0.816330 -0.584 3.610 3.027 -0.14
F -0.018793 2.478539 0.755411 0.195 -0.919 -0.426 0.15
Cl -0.389126 -2.227146 -2.989214 0.718 0.314 1.267 0.71
H 2.161154 -0.461440 1.457271 1.449 -0.404 0.554 0.14
H 0.768633 -1.523098 1.350300 0.121 0.441 -0.523 0.17
H -0.428975 0.131237 2.764483 -0.331 -0.019 0.007 0.16
H 0.902259 1.204119 2.655393 2.056 2.182 1.461 0.13
H -2.214244 -0.304093 -1.344170 0.943 0.260 0.667 0.17
H -1.468580 1.276144 -1.717098 0.694 -1.978 1.771 0.21
H -2.085458 1.501926 0.890541 0.372 -1.116 -0.677 0.21
H -1.619665 -0.251773 1.023920 -0.141 -0.214 0.498 0.16
H 1.041312 1.637051 -1.560582 -0.345 0.027 -0.964 0.16
H 2.026052 -0.050541 -1.723631 -1.313 1.675 0.498 0.20
H 1.149352 -2.097338 -1.065422 0.760 -0.087 -0.217 0.11
H -0.563575 -2.195360 -0.610864 0.118 -0.803 -0.132 0.11
```
Positions in Å, forces in eV/Å.

As for the structure (SMILES): F[N@+]12CC[C@]13C[N@+]3(CCl)CC2. The calculation puts the LUMO energy at -0.3225 hartree. Its HOMO energy is -18.83 eV. Its net charge is +2. The HOMO-LUMO gap comes out at 10.1 eV.

No. 5
A molecular structure, C7H12ClIO3PPb at a distorted geometry, computed with the ωB97M-V functional and the def2-TZVPD basis.

XYZ file:
```
26
Properties=species:S:1:pos:R:3:forces:R:3:lowdin_charge:R:1
C -0.450627 -1.910509 0.315023 0.152 -0.415 -0.525 -0.03
C 0.597181 -0.927351 -0.105940 0.497 -0.666 2.448 -0.52
H -0.203094 -2.878692 -0.148882 -0.091 0.064 -0.031 0.14
H -1.457613 -1.621342 0.003696 0.174 -0.064 0.023 0.05
H -0.381879 -2.091291 1.386610 0.058 0.050 0.075 0.07
O 1.713031 -0.888067 0.435850 -2.296 0.638 -1.325 -0.01
I 0.614424 1.614615 1.901575 0.698 -0.067 0.184 1.17
Pb -2.391263 0.339180 3.457920 -1.485 -0.118 -0.385 1.17
P 0.098861 0.292416 -1.432630 0.875 0.486 -3.018 0.90
C 1.756032 0.876959 -1.835802 -0.030 0.032 0.040 -0.15
C -0.735665 -0.569530 -2.800698 -0.061 -0.481 0.585 -0.13
H -1.961216 1.399053 -0.838634 0.389 0.383 -0.108 0.00
H -1.023193 2.329171 -2.081086 0.212 -0.274 0.195 0.11
H -0.476514 2.328204 -0.349180 -0.484 0.267 -0.469 -0.04
C -0.960484 1.742360 -1.150531 -0.053 -0.496 1.057 -0.20
H -1.780455 -0.784672 -2.506867 0.480 -0.082 -0.096 0.09
H -0.781637 0.082021 -3.682423 0.243 0.050 0.220 0.10
H 1.831620 1.257396 -2.852162 -0.162 0.137 -0.066 0.09
H 2.522566 0.102512 -1.696474 -0.320 0.190 -0.010 0.09
H -0.195783 -1.493276 -3.051592 -0.248 0.195 -0.041 0.09
H 1.928544 1.696457 -1.131347 0.352 0.032 -0.151 0.06
C 1.448271 -1.093495 3.012556 2.623 0.933 1.086 -0.05
O 2.419900 -0.816981 3.544521 -2.122 -1.061 -1.418 0.13
Cl -3.221653 0.248791 1.106633 0.528 0.006 0.846 -0.08
O 0.984903 0.518825 5.592396 -3.020 -0.868 -2.088 0.14
C 0.105749 0.247251 4.907460 3.089 1.127 2.974 -0.19
```
Positions in Å, forces in eV/Å.

The calculation puts the LUMO energy (alpha / beta) at -0.6077 / -0.6011 hartree. Its HOMO energy (alpha / beta) is -21.19 / -21.39 eV. Its net charge is +3. The HOMO-LUMO gap (alpha / beta) comes out at 4.7 / 5.0 eV.

No. 6
A single C7H12ClNO molecule at a distorted geometry, computed with the ωB97M-V functional and the def2-TZVPD basis.

XYZ file:
```
22
Properties=species:S:1:pos:R:3:forces:R:3:lowdin_charge:R:1
C -0.108911 0.060914 -1.567656 0.015 0.055 0.204 -0.07
C -0.242565 -1.367942 -0.961182 0.778 -0.360 1.038 -0.23
C -0.255653 0.730730 -0.166291 -1.068 0.049 0.242 -0.53
C -0.152080 -0.672965 0.560500 -1.241 -1.603 -2.619 -0.64
C 0.865816 1.607469 0.242222 0.468 3.597 -1.963 -0.09
C -1.627385 1.485448 0.094360 0.311 -0.276 0.120 -0.08
C 1.050745 -1.069089 1.388153 -2.143 0.639 2.393 -0.11
N 0.983678 -2.186648 -1.199727 0.855 0.357 0.052 -0.04
O 0.880074 -3.372220 -1.359953 -0.879 0.781 0.149 0.02
Cl -1.678825 -1.092976 1.470585 0.753 -0.195 0.071 0.66
H 0.951326 0.297017 -1.910150 -1.534 -0.600 -0.196 0.13
H -0.940946 0.270035 -2.291182 1.143 0.084 0.449 0.13
H -1.107506 -2.011258 -1.188259 -0.021 0.617 0.255 0.13
H 0.832893 1.752252 1.291414 -0.706 1.052 1.133 0.06
H 0.781519 2.650813 -0.427215 0.278 -2.464 2.153 0.16
H 1.904884 1.323356 0.194412 0.291 -0.896 -1.049 0.07
H -1.765469 1.781264 1.124376 0.597 -0.136 0.680 0.06
H -2.443726 0.785508 -0.016708 -0.268 0.014 -0.651 0.04
H -1.857914 2.449337 -0.401793 0.707 -0.788 -0.600 0.09
H 1.048003 -0.333411 2.200323 0.346 0.067 0.061 0.08
H 2.003960 -1.091520 0.975662 1.404 0.084 -1.326 0.06
H 0.878081 -1.996114 1.948108 -0.088 -0.077 -0.597 0.08
```
Positions in Å, forces in eV/Å.

As for the structure (SMILES): CC1(C)C[C@@H](N=O)[C@]1(C)Cl. The calculation puts the LUMO energy at 0.0007 hartree. Its HOMO energy is -8.91 eV. The HOMO-LUMO gap comes out at 8.9 eV.

no.,total energy (Eh)
1,-1114.2339
2,-4022.8898
3,-3213.5942
4,-942.6268
5,-1790.4768
6,-863.9687